The following is a DFT calculation (ωB97M-V with the def2-TZVPD basis set) of 10 unconnected molecules or ions with the total composition C40H86BN4O17.

Computed properties:
Charge = -1
HOMO level = -6.2 eV
Energy relative to the best compared isomer or geometry (same formula, charge and spin) = 576.2 kJ/mol
Total energy = -84317.9037 eV
Orbital gap = 7.94 eV

Each line ends with the Mulliken charge.
Element x y z (Å)
O -0.808 -4.741 6.039  -0.5730
C -1.411 -3.672 5.955  0.7861
O -2.361 -3.406 5.152  0.0916
B -2.624 -2.011 5.267  1.4092
O -1.868 -1.525 6.378  -0.5662
C -1.074 -2.525 6.831  0.3854
O -0.339 -2.581 7.890  -0.7576
O -4.062 -1.636 5.412  -0.7434
C -4.366 -0.833 4.434  0.4230
O -5.530 -0.392 4.251  -0.6665
C -3.102 -0.599 3.643  0.7134
O -2.166 -1.265 4.117  -0.3881
O -2.978 -0.065 2.575  -0.7144
C 0.968 -1.060 4.040  -2.8418
C 2.312 -0.406 3.723  2.2514
C 2.096 0.070 2.263  -1.2218
C 3.277 0.998 1.816  -0.7764
C 3.389 2.157 2.759  -0.9289
C 3.558 1.756 4.278  1.1681
N 2.529 0.785 4.616  0.5248
O 2.535 0.415 5.947  -0.4930
C 5.077 1.363 4.505  -1.6319
C 3.290 3.021 5.146  -1.8396
C 3.636 -1.314 3.653  -1.5882
H 1.135 -1.695 4.910  0.4495
H 0.530 -1.763 3.332  0.5510
H 0.135 -0.388 4.246  0.5396
H 2.245 -0.762 1.575  0.3616
H 1.124 0.532 2.092  0.4235
H 3.178 1.368 0.796  0.4394
H 4.176 0.389 1.721  0.2970
H 2.461 2.728 2.779  0.3533
H 4.181 2.741 2.291  0.4061
H 5.194 1.248 5.583  0.3824
H 5.410 0.408 4.099  0.3144
H 5.700 2.199 4.187  0.4242
H 3.901 3.900 4.941  0.3788
H 2.246 3.336 5.165  0.3400
H 3.263 2.765 6.205  0.4384
H 4.073 -1.208 4.646  0.5541
H 4.390 -1.215 2.873  0.2248
H 3.435 -2.385 3.650  0.0730
H 1.648 0.640 6.238  0.4942
C -2.293 -5.422 10.463  -1.0828
C -1.239 -6.412 11.173  1.6160
C -0.424 -7.201 10.117  -0.3851
C 0.835 -6.491 9.572  0.0498
C 1.581 -5.910 10.723  -1.8562
C 0.795 -5.087 11.755  2.3851
N -0.358 -5.820 12.235  0.2979
O -1.011 -5.282 13.354  -0.4834
C 1.732 -4.702 12.855  -2.2039
C 0.337 -3.750 11.042  -2.1495
C -2.212 -7.490 11.780  -1.9179
H -3.253 -5.511 10.973  0.4939
H -2.501 -5.617 9.411  0.0850
H -2.090 -4.351 10.456  -0.1907
H -0.101 -8.163 10.514  0.6599
H -1.020 -7.326 9.214  -0.7057
H 0.528 -5.705 8.881  -0.2572
H 1.550 -7.102 9.021  0.5922
H 2.469 -5.377 10.385  0.4055
H 1.996 -6.808 11.181  0.4759
H 1.324 -3.824 13.355  0.4426
H 2.009 -5.570 13.454  0.4792
H 2.696 -4.358 12.481  0.4255
H -0.568 -3.460 11.576  0.5927
H 1.000 -2.941 11.349  0.4174
H -0.010 -3.696 10.010  0.2849
H -2.865 -7.155 12.587  0.4694
H -1.695 -8.276 12.330  0.5025
H -2.846 -7.882 10.985  0.2645
H -0.828 -5.855 14.102  0.3383
C 1.598 -5.742 3.744  -1.6153
C 2.811 -6.612 3.520  1.9956
C 2.852 -7.503 4.861  -1.3274
C 2.035 -8.847 4.681  0.1423
C 2.245 -9.607 3.455  -1.2806
C 2.086 -8.730 2.163  1.3131
N 2.743 -7.449 2.302  0.4668
O 2.803 -6.714 1.087  -0.4734
C 2.619 -9.682 1.102  -1.9756
C 0.582 -8.646 1.812  -1.5717
C 4.050 -5.691 3.475  -1.7699
H 0.814 -6.157 4.378  -0.1502
H 1.215 -5.603 2.733  0.4480
H 1.764 -4.774 4.216  0.3368
H 3.892 -7.529 5.186  0.4234
H 2.423 -6.986 5.719  0.3696
H 0.985 -8.556 4.655  -0.5062
H 2.166 -9.477 5.561  0.5703
H 1.622 -10.493 3.333  0.4943
H 3.290 -9.894 3.574  0.3543
H 2.223 -10.695 1.179  0.3628
H 2.265 -9.280 0.152  0.4286
H 3.707 -9.729 1.157  0.4695
H 0.193 -9.659 1.712  0.4419
H -0.030 -8.159 2.572  0.1563
H 0.457 -7.929 1.001  0.4526
H 4.432 -5.346 2.514  0.3258
H 4.913 -6.191 3.915  0.3797
H 3.934 -4.784 4.068  0.3516
H 3.711 -6.767 0.778  0.3244
C -3.248 -6.711 3.520  -1.2904
C -4.578 -6.805 4.225  2.0155
C -5.276 -8.040 3.667  -1.2991
C -4.751 -9.426 4.145  -0.7593
C -4.713 -9.385 5.700  -1.2630
C -3.936 -8.147 6.309  1.9779
N -4.451 -6.873 5.661  0.0584
O -4.076 -5.673 6.296  -0.4251
C -4.379 -8.179 7.842  -1.9597
C -2.370 -8.357 6.265  -0.7284
C -5.402 -5.551 3.721  -1.7965
H -2.376 -6.286 4.017  -0.2727
H -3.366 -6.215 2.557  0.5852
H -2.871 -7.679 3.189  0.0936
H -6.304 -8.005 4.026  0.3989
H -5.194 -8.106 2.582  0.3871
H -3.825 -9.707 3.643  0.3167
H -5.400 -10.264 3.891  0.4327
H -4.022 -10.199 5.919  0.3708
H -5.643 -9.702 6.173  0.4431
H -5.442 -8.378 7.975  0.4878
H -3.831 -8.949 8.386  0.4635
H -4.313 -7.209 8.335  0.1869
H -2.011 -9.144 5.602  0.3496
H -2.014 -7.630 5.535  -0.2922
H -1.813 -8.239 7.195  0.0604
H -5.044 -4.607 4.131  0.2371
H -6.443 -5.656 4.027  0.3991
H -5.378 -5.370 2.647  0.4140
H -3.129 -5.556 6.191  0.2110
O 0.074 0.356 7.161  -0.7339
H -0.626 0.991 7.314  0.2544
H -0.364 -0.495 7.192  0.2218
O -7.160 -0.508 6.470  -0.7218
H -6.337 -0.793 6.072  0.3965
H -7.840 -0.919 5.937  0.3037
O -3.247 -1.586 9.931  -0.6648
H -2.669 -2.312 9.694  0.3409
H -2.749 -0.800 9.709  0.3323
O -7.597 1.497 4.464  -0.6437
H -7.126 0.861 5.003  0.3814
H -7.915 0.990 3.717  0.2892
O -2.167 2.712 3.793  -0.6226
H -2.047 1.962 3.212  0.3090
H -1.278 2.990 4.014  0.3038


The following is a DFT calculation (ωB97M-V with the def2-TZVPD basis set) of a molecular structure, C40H88N2NbO4S.

Computed properties:
Charge = -1
HOMO level = -5.3 eV
Total energy = -66455.1873 eV
Orbital gap = 7.02 eV

Each line ends with the Mulliken charge.
Element x y z (Å)
O -3.853 -4.820 5.281  -0.4870
C -4.959 -5.098 5.670  0.1108
O -5.797 -6.039 5.152  -0.2607
C -5.277 -6.679 3.974  -0.2148
C -5.552 -5.950 2.603  -1.0692
Nb -7.128 -4.323 2.571  -0.6857
C -8.654 -5.762 1.617  -0.9939
C -10.130 -5.527 2.110  -0.2991
S -11.160 -7.058 2.207  -0.2210
C -12.362 -6.641 3.508  0.5054
N -12.857 -7.387 4.500  -0.4088
N -13.685 -6.533 5.188  -0.3233
C -13.658 -5.338 4.603  0.0120
O -12.821 -5.335 3.495  -0.2104
C -8.535 -2.542 2.473  -0.6789
C -8.563 -1.853 3.980  0.2712
C -9.616 -0.626 4.124  -0.5843
O -9.799 -2.045 4.739  -0.4375
H -5.340 -4.568 6.591  0.3536
H -5.780 -7.685 3.915  0.3435
H -4.179 -6.908 4.026  0.2496
H -5.889 -6.745 1.871  0.3932
H -4.602 -5.536 2.152  0.4428
H -6.501 -3.831 0.898  0.0800
H -5.899 -3.212 3.374  0.0230
H -7.862 -4.761 4.174  0.0950
H -8.585 -5.736 0.498  0.1697
H -8.332 -6.790 1.967  0.4755
H -10.645 -4.806 1.426  0.3981
H -10.078 -5.057 3.132  0.2888
H -14.202 -4.444 4.956  0.3657
H -8.173 -1.691 1.832  0.3068
H -9.604 -2.775 2.239  0.2195
H -7.568 -1.760 4.542  0.2870
H -9.538 0.052 5.005  0.2778
H -10.475 -0.672 3.420  0.2796
C -1.513 0.364 -1.356  -0.8890
C -2.447 0.920 -0.288  -0.3266
C -2.867 -0.123 0.748  -0.7139
C -3.664 -1.307 0.193  -0.5882
C -4.951 -0.933 -0.542  -0.5208
C -5.969 -0.235 0.350  -0.9807
H -1.991 -0.425 -1.939  0.3655
H -1.220 1.157 -2.051  0.2509
H -0.603 -0.041 -0.906  0.1393
H -3.326 1.365 -0.763  0.3059
H -1.934 1.737 0.231  0.1923
H -3.447 0.373 1.531  0.3100
H -1.969 -0.513 1.241  0.3513
H -3.911 -1.976 1.023  0.3012
H -3.029 -1.890 -0.483  0.3027
H -5.401 -1.848 -0.936  0.4067
H -4.728 -0.304 -1.411  0.3201
H -6.241 -0.870 1.196  0.0030
H -6.878 -0.018 -0.216  0.4444
H -5.587 0.713 0.737  0.2599
C 1.571 2.099 -4.720  -1.1802
C 2.166 1.116 -3.719  -0.5785
C 2.381 1.722 -2.332  0.4765
C 3.370 2.888 -2.279  -0.4062
C 4.773 2.573 -2.798  -0.3652
C 5.484 1.495 -1.988  -1.0905
H 2.233 2.951 -4.892  0.1881
H 1.410 1.608 -5.683  0.4216
H 0.607 2.477 -4.370  0.2619
H 3.104 0.712 -4.111  0.3131
H 1.484 0.264 -3.622  0.4358
H 2.709 0.933 -1.651  -0.5243
H 1.416 2.071 -1.946  0.3492
H 3.444 3.229 -1.241  -0.1344
H 2.968 3.735 -2.845  0.4165
H 5.369 3.489 -2.760  0.2232
H 4.734 2.278 -3.851  0.3404
H 5.577 1.793 -0.940  0.2336
H 6.490 1.329 -2.381  0.4960
H 4.953 0.542 -2.029  0.0809
C 5.088 5.246 3.967  -1.1823
C 3.772 5.807 3.442  -0.3555
C 2.557 4.967 3.837  -0.7945
C 2.552 3.537 3.289  -0.8620
C 2.638 3.428 1.766  0.3603
C 1.454 4.063 1.048  -1.1506
H 5.295 4.255 3.560  0.2732
H 5.917 5.898 3.684  0.3748
H 5.074 5.175 5.058  0.2949
H 3.826 5.917 2.355  0.2438
H 3.639 6.817 3.845  0.3780
H 1.650 5.485 3.513  0.3025
H 2.501 4.917 4.930  0.4151
H 1.637 3.041 3.629  0.4055
H 3.380 2.973 3.730  0.3162
H 2.681 2.367 1.498  -0.0772
H 3.571 3.872 1.403  0.2300
H 0.515 3.599 1.360  0.2795
H 1.553 3.931 -0.031  0.2623
H 1.390 5.135 1.244  0.3243
C 9.615 4.225 -8.108  -1.1933
C 8.616 5.324 -7.765  -0.3378
C 8.788 5.876 -6.349  -0.7458
C 8.565 4.861 -5.225  -0.8924
C 7.193 4.184 -5.228  0.1599
C 6.041 5.160 -5.028  -1.0259
H 9.498 3.356 -7.457  0.2874
H 9.469 3.888 -9.136  0.3719
H 10.641 4.589 -8.016  0.2950
H 7.597 4.955 -7.911  0.2472
H 8.747 6.147 -8.475  0.3747
H 8.109 6.723 -6.217  0.3010
H 9.800 6.284 -6.249  0.3948
H 8.707 5.371 -4.267  0.3860
H 9.339 4.088 -5.271  0.3278
H 7.171 3.447 -4.419  0.0306
H 7.046 3.623 -6.155  0.2317
H 6.143 5.696 -4.081  0.2690
H 5.091 4.621 -5.010  0.1227
H 5.988 5.893 -5.836  0.4168
C 3.120 -0.900 0.757  -0.7576
C 4.112 -1.769 1.519  -0.6162
C 5.362 -2.110 0.706  -0.6421
C 5.106 -2.928 -0.563  -0.3970
C 4.395 -4.264 -0.339  -0.5482
C 5.192 -5.232 0.526  -1.2326
H 2.740 -1.407 -0.133  0.3017
H 2.263 -0.660 1.390  0.4290
H 3.584 0.041 0.448  -0.0291
H 3.616 -2.681 1.862  0.2964
H 4.423 -1.233 2.422  0.3404
H 6.066 -2.645 1.351  0.3638
H 5.863 -1.179 0.421  0.2946
H 6.068 -3.115 -1.052  0.4339
H 4.521 -2.332 -1.271  0.1110
H 4.221 -4.729 -1.314  0.4199
H 3.408 -4.102 0.102  0.2452
H 6.165 -5.446 0.076  0.2887
H 4.654 -6.177 0.630  0.3884
H 5.356 -4.835 1.530  0.2845


The following is a DFT calculation (ωB97M-V with the def2-TZVPD basis set) of 5 unconnected molecules or ions with the total composition C40H89N6O3S2.

Computed properties:
Charge = +1
HOMO level = -9.5 eV
Total energy = -79667.9540 eV
Orbital gap = 6.95 eV

Each line ends with the Mulliken charge.
Element x y z (Å)
C 3.155 0.967 3.679  -0.9413
C 2.395 2.283 3.907  -1.0044
C 1.622 2.852 2.699  1.0293
C 2.330 2.693 1.346  -1.1816
S 1.430 1.864 0.000  0.4014
C 0.061 0.890 0.621  -1.2779
C 0.455 -0.142 1.669  0.3126
C -0.730 -1.101 1.914  -1.2821
C -1.053 -1.187 3.409  -1.2365
C -1.629 0.147 3.907  0.5767
C -3.105 0.097 4.245  -0.8602
O -3.485 1.233 5.042  -0.3813
C -3.540 2.394 4.331  0.6154
C -2.535 3.435 4.706  -0.0822
O -4.344 2.560 3.472  -0.5603
C 0.700 3.271 -0.886  -0.9607
C -0.440 3.932 -0.093  -0.3793
S -0.584 5.701 -0.425  -0.1851
C -0.178 6.344 1.140  0.5038
N -1.012 6.777 2.037  -0.2795
N -0.236 7.238 3.093  -0.3352
C 0.991 7.041 2.749  0.0448
O 1.120 6.470 1.522  -0.2194
H 2.991 0.260 4.485  0.3530
H 4.227 1.161 3.675  0.3335
H 2.942 0.501 2.722  0.0270
H 1.648 2.109 4.681  0.2645
H 3.053 3.043 4.316  0.5453
H 1.508 3.920 2.875  0.0273
H 0.614 2.447 2.698  -0.6144
H 3.288 2.189 1.408  0.6685
H 2.533 3.680 0.935  0.5974
H -0.322 0.361 -0.252  0.7853
H -0.750 1.507 1.003  0.7210
H 1.358 -0.686 1.397  0.4303
H 0.663 0.350 2.614  -0.1318
H -1.613 -0.695 1.417  0.5029
H -0.533 -2.083 1.493  0.4806
H -1.763 -1.999 3.548  0.5521
H -0.144 -1.413 3.960  0.3665
H -1.127 0.438 4.831  0.3474
H -1.446 0.951 3.191  -0.4610
H -3.333 -0.771 4.854  0.3675
H -3.735 0.088 3.355  0.3723
H -2.527 3.627 5.776  0.0073
H -1.536 3.156 4.377  -0.2457
H -2.811 4.361 4.212  0.4109
H 1.538 3.951 -1.006  0.5844
H 0.375 2.904 -1.854  0.5509
H -1.381 3.480 -0.395  0.4848
H -0.326 3.731 0.967  -0.1668
H 1.888 7.280 3.290  0.4436
C -1.086 5.868 7.964  -1.4370
C -1.600 4.966 9.077  -0.3599
N -1.923 5.685 10.291  0.1346
C -2.160 4.815 11.430  -0.6689
C -3.368 3.871 11.385  -0.9293
C -2.848 6.797 10.137  -0.7104
C -4.237 6.502 9.554  -0.8903
H -0.219 6.441 8.294  0.3655
H -0.787 5.259 7.107  0.3858
H -1.847 6.565 7.614  0.2943
H -0.817 4.242 9.321  0.4022
H -2.451 4.380 8.689  0.2433
H -2.227 5.437 12.326  0.3554
H -1.258 4.209 11.566  0.3891
H -4.306 4.399 11.553  0.2243
H -3.276 3.122 12.173  0.3945
H -3.439 3.339 10.435  0.2364
H -2.368 7.550 9.508  0.3503
H -2.959 7.278 11.111  0.3785
H -4.190 5.826 8.699  0.1953
H -4.695 7.432 9.212  0.3630
H -4.910 6.070 10.293  0.2864
C 2.118 -1.454 -1.500  -1.0905
C 3.397 -2.075 -0.959  -0.6517
N 3.313 -3.513 -0.827  0.2040
C 4.419 -4.090 -0.079  -0.6859
C 5.829 -3.985 -0.673  -0.9874
C 2.913 -4.226 -2.030  -0.6177
C 3.780 -4.053 -3.285  -0.7249
H 1.260 -1.729 -0.880  0.1579
H 2.212 -0.367 -1.500  0.1370
H 1.910 -1.759 -2.525  0.6044
H 3.588 -1.664 0.039  0.5549
H 4.238 -1.746 -1.590  0.2377
H 4.189 -5.140 0.112  0.3872
H 4.427 -3.612 0.907  0.3875
H 5.979 -4.683 -1.495  0.2330
H 6.566 -4.229 0.094  0.3998
H 6.052 -2.979 -1.031  0.2776
H 1.893 -3.920 -2.279  0.2427
H 2.831 -5.288 -1.794  0.3364
H 4.087 -3.018 -3.444  0.3165
H 3.211 -4.364 -4.163  0.0815
H 4.673 -4.675 -3.246  0.2871
C -0.709 -4.609 -4.779  -1.0712
C -1.211 -5.779 -5.613  -0.6630
N -0.339 -6.130 -6.715  0.4854
C -0.951 -7.056 -7.655  -0.7192
C -1.296 -8.469 -7.167  -1.0891
C 1.044 -6.403 -6.373  -0.7896
C 1.323 -7.533 -5.369  -1.2877
H -0.546 -3.725 -5.400  0.1682
H -1.453 -4.357 -4.021  0.5054
H 0.221 -4.842 -4.257  0.1106
H -2.180 -5.500 -6.035  0.4524
H -1.404 -6.630 -4.939  0.3546
H -0.301 -7.130 -8.531  0.3787
H -1.871 -6.586 -8.016  0.4157
H -0.413 -9.099 -7.077  0.2381
H -1.961 -8.949 -7.886  0.4085
H -1.810 -8.457 -6.205  0.2794
H 1.490 -5.482 -5.982  0.3383
H 1.595 -6.602 -7.295  0.5070
H 0.636 -7.517 -4.522  0.2567
H 2.336 -7.429 -4.972  0.4083
H 1.267 -8.511 -5.841  0.3286
C -0.175 -3.037 -8.552  -1.0620
C 0.193 -1.563 -8.622  -0.3135
N -0.931 -0.705 -8.944  0.0824
C -0.546 0.658 -9.264  -0.7450
C 0.092 1.511 -8.160  -0.9349
C -2.096 -0.853 -8.091  -0.7369
C -1.919 -0.613 -6.583  -0.8582
H -0.630 -3.373 -9.484  0.3232
H 0.721 -3.634 -8.378  0.3904
H -0.862 -3.254 -7.735  -0.0342
H 0.945 -1.432 -9.405  0.4363
H 0.683 -1.280 -7.675  0.2002
H -1.424 1.180 -9.653  0.3721
H 0.155 0.606 -10.102  0.4145
H -0.644 1.857 -7.434  0.2115
H 0.549 2.399 -8.602  0.3981
H 0.876 0.971 -7.627  0.2610
H -2.487 -1.863 -8.228  0.3848
H -2.880 -0.195 -8.471  0.3713
H -1.007 -1.073 -6.200  0.1725
H -2.761 -1.052 -6.042  0.3521
H -1.899 0.448 -6.336  0.2865